(1)
DFT (wB97M-V/def2-TZVPD) results for one molecule with the formula C2H4NP.

Computed properties:
ΔE to the lowest compared entry with this formula, charge and spin = 3.556 eV
Max |F| = 6.0 eV/Å
Orbital gap = 10.004 eV
LUMO level = 0.0178 hartree
SMILES string = C#CNP

```
8
Properties=species:S:1:pos:R:3:lowdin_charge:R:1
C 2.23934 -0.37365 -0.01007 0.04
C 1.14830 0.03392 0.40294 -0.13
N -0.48175 0.52123 0.74657 -0.40
P -1.53156 -0.69072 0.21230 0.65
H 3.17644 -0.53281 -0.37641 -0.02
H -0.67267 1.46549 0.25230 0.08
H -1.39568 -0.75649 -1.28552 -0.10
H -2.48243 0.33304 0.05789 -0.12
```

=====

(2)
DFT (wB97M-V/def2-TZVPD) results for one molecule with the formula C2H4NP.

Computed properties:
ΔE to the lowest compared entry with this formula, charge and spin = 3.995 eV
Max |F| = 3.7 eV/Å
Orbital gap = 8.634 eV
LUMO level = 0.0341 hartree
SMILES string = PN1C=C1

```
8
Properties=species:S:1:pos:R:3:lowdin_charge:R:1
P -1.53216 0.17266 0.15259 0.75
N 0.08850 0.12790 -0.52260 -0.45
C 1.15973 0.66656 0.35325 -0.12
C 1.09773 -0.67646 0.23736 -0.10
H -1.79441 -1.02576 -0.33033 -0.16
H -1.79608 0.88494 -0.96520 -0.13
H 1.68795 1.62774 0.60986 0.10
H 1.08874 -1.77758 0.46509 0.11
```

=====

(3)
DFT (wB97M-V/def2-TZVPD) results for one molecule with the formula C2H4NP.

Computed properties:
ΔE to the lowest compared entry with this formula, charge and spin = 1.213 eV
Max |F| = 3.2 eV/Å
Orbital gap = 9.253 eV
LUMO level = 0.0004 hartree
SMILES string = [H]/N=C/P=C

```
8
Properties=species:S:1:pos:R:3:lowdin_charge:R:1
H 2.27210 -1.67067 -0.52799 0.04
N 1.32168 -1.64613 -0.18673 -0.01
C 0.86992 -0.51896 0.08532 -0.51
P -1.03316 -0.60397 0.36816 0.83
C -1.54697 0.99416 0.04669 -0.37
H 1.34322 0.44140 0.39609 0.07
H -2.54790 1.39063 0.06436 -0.03
H -0.67889 1.61354 -0.24590 -0.02
```

=====

(4)
DFT (wB97M-V/def2-TZVPD) results for one molecule with the formula C2H4NP.

Computed properties:
ΔE to the lowest compared entry with this formula, charge and spin = 4.391 eV
Max |F| = 10.3 eV/Å
⟨S²⟩ = 2.011
Orbital gap (spin up / spin down) = 7.134 / 6.865 eV
Spin multiplicity = 3
LUMO level (spin up / spin down) = 0.0378 / -0.1143 hartree

```
8
Properties=species:S:1:pos:R:3:lowdin_charge:R:1
C 0.15968 -0.74069 -0.04055 -0.73
C -1.29259 -0.72508 -0.27844 -0.15
N -0.48916 -1.67424 0.53185 0.06
P 1.85086 -0.16486 -0.31135 0.77
H -2.02426 0.01446 0.11867 0.11
H -1.68584 -1.12060 -1.33380 0.15
H 2.42914 -0.81248 0.78956 -0.13
H 1.74048 1.07156 0.59323 -0.08
```

=====

(5)
DFT (wB97M-V/def2-TZVPD) results for one molecule with the formula C2H4NPS.

Computed properties:
ΔE to the lowest compared entry with this formula, charge and spin = 0.602 eV
Max |F| = 4.6 eV/Å
Orbital gap = 8.041 eV
LUMO level = -0.0247 hartree
SMILES string = C/C=N\P=S

```
9
Properties=species:S:1:pos:R:3:lowdin_charge:R:1
C 1.14365 0.33394 -0.42013 -0.06
C 0.31780 -0.51907 0.54338 -0.31
N -0.90481 -0.78979 0.58683 -0.33
P -2.19236 -0.67201 -0.46942 0.34
S -3.05690 0.99049 0.05678 0.02
H 2.09247 -0.15463 -0.60258 0.07
H 1.12998 1.39556 0.12335 0.14
H 0.71301 0.34031 -1.32520 0.01
H 0.75715 -0.92480 1.50700 0.12
```

=====

(6)
DFT (wB97M-V/def2-TZVPD) results for a 2-piece molecular cluster, C2H4NS overall.

Computed properties:
ΔE to the lowest compared entry with this formula, charge and spin = 6.267 eV
Max |F| = 3.2 eV/Å
Orbital gap (spin up / spin down) = 9.539 / 6.897 eV
Charge = +1
LUMO level (spin up / spin down) = -0.1938 / -0.2872 hartree

```
8
Properties=species:S:1:pos:R:3:lowdin_charge:R:1
C 0.21250 -0.45888 -0.65631 -0.39
C 0.11601 0.74122 0.10180 -0.35
N -0.55721 -0.54989 0.62218 0.10
S 1.81599 0.07014 0.15566 0.93
H 0.11702 -1.03541 -1.57375 0.15
H 0.03500 2.95975 -0.53614 0.29
H -1.54030 -0.67490 0.52898 0.16
H -0.19900 -1.05203 1.35757 0.11
```

=====

(7)
DFT (wB97M-V/def2-TZVPD) results for one molecule with the formula C2H4O2.

Computed properties:
ΔE to the lowest compared entry with this formula, charge and spin = 1.491 eV
Max |F| = 1.5 eV/Å
Orbital gap = 11.321 eV
LUMO level = 0.0318 hartree
SMILES string = O=CCO

```
8
Properties=species:S:1:pos:R:3:lowdin_charge:R:1
O -1.49875 -0.99073 0.00891 0.07
C -0.41214 -0.77295 0.47837 -0.21
C 0.52936 0.35862 0.01172 -0.23
O 0.01610 0.95103 -1.13217 -0.05
H 0.02718 -1.35010 1.29260 0.12
H 0.46667 1.13566 0.77353 0.12
H 1.62323 0.22462 -0.05821 0.13
H -0.75166 0.44385 -1.37476 0.06
```

=====

(8)
DFT (wB97M-V/def2-TZVPD) results for one molecule with the formula C2H4O2.

Computed properties:
ΔE to the lowest compared entry with this formula, charge and spin = 1.950 eV
Max |F| = 4.2 eV/Å
Orbital gap = 11.072 eV
LUMO level = 0.0244 hartree
SMILES string = CC(=O)O

```
8
Properties=species:S:1:pos:R:3:lowdin_charge:R:1
C -0.64540 0.41165 -0.59389 -0.05
C 0.13071 -0.18680 0.47744 -0.70
O -0.07096 -0.31360 1.66245 0.06
O 1.37041 -0.56676 0.09998 0.03
H -0.20211 -0.02674 -1.71358 0.15
H -0.35432 1.65732 -0.32105 0.18
H -1.90702 0.18689 -0.48184 0.16
H 1.67868 -1.16195 0.87049 0.16
```

=====

(9)
DFT (wB97M-V/def2-TZVPD) results for C2H4O2Pt as an isolated structure.

Computed properties:
ΔE to the lowest compared entry with this formula, charge and spin = 3.565 eV
Max |F| = 13.7 eV/Å
⟨S²⟩ = 3.760
Orbital gap (spin up / spin down) = 6.927 / 7.794 eV
Charge = +1
Spin multiplicity = 4
LUMO level (spin up / spin down) = -0.2185 / -0.2764 hartree

```
9
Properties=species:S:1:pos:R:3:lowdin_charge:R:1
H -1.30342 -0.08301 0.58367 0.24
C -0.11818 0.47062 -0.89771 -0.12
C -0.29041 -0.83937 0.50945 -0.16
O 1.01323 -0.99041 0.48536 -0.33
O 0.29963 1.34290 0.03381 -0.35
H -1.15039 0.64370 -1.23487 0.13
H -0.62136 -1.17939 1.50900 0.15
Pt 1.71943 0.57776 0.75513 1.30
H 0.45148 0.05721 -1.74385 0.15
```

=====

(10)
DFT (wB97M-V/def2-TZVPD) results for a 2-piece molecular cluster, C2H4O2S overall.

Computed properties:
ΔE to the lowest compared entry with this formula, charge and spin = 2.478 eV
Max |F| = 3.1 eV/Å
Orbital gap = 8.247 eV
LUMO level = -0.0492 hartree

```
9
Properties=species:S:1:pos:R:3:lowdin_charge:R:1
C -0.76225 -0.74960 0.09228 -0.13
C -1.33068 0.38493 0.47698 -0.06
O 2.51410 1.39561 -1.03698 -0.43
O 1.53987 -0.41164 0.22083 -0.46
S 2.20269 -0.01005 -0.99629 0.90
H -0.68782 -1.45713 0.91036 0.06
H -0.42113 -1.02180 -0.88196 0.04
H -1.58383 1.03546 -0.26151 0.00
H -1.47094 0.83423 1.47629 0.07
```